# 1
ORCA calculation (ωB97M-V with the def2-TZVPD basis set) on 2 unconnected molecules or ions with the total composition C4H6IN2 at a distorted geometry.

Geometry as XYZ:
```
13
Properties=species:S:1:pos:R:3:forces:R:3:nbo_charge:R:1
H -0.420 0.187 2.123 0.38 -1.73 -2.19 0.216
H -0.512 -1.502 1.268 -0.68 -3.16 -0.14 0.213
H 0.749 3.066 1.371 0.12 1.70 0.46 0.274
I 3.600 0.083 0.507 -0.01 -0.02 0.03 0.008
C -0.315 -0.519 1.180 0.51 5.11 2.96 -0.031
C 0.756 2.571 0.445 0.20 -2.01 -1.25 0.150
N 0.885 2.392 -0.856 -0.40 -0.23 1.84 -0.150
H -0.782 -1.496 -1.312 1.17 1.77 0.85 0.275
C 0.024 -0.676 -1.177 0.57 -0.71 -4.25 -0.461
H 1.011 -1.126 -1.298 -0.13 -0.53 -0.26 0.243
N 0.131 0.035 0.049 -0.70 2.27 0.56 -0.333
C 0.653 1.279 0.007 -0.63 -1.05 -0.54 0.341
H -0.002 0.080 -2.083 -0.40 -1.43 1.91 0.255
```
Positions in Å, forces in eV/Å.

The calculation puts the highest occupied orbital energy (spin up / spin down) at -13.937 / -12.744 eV. The molar mass comes out at 209.0 g/mol. The calculation puts the frontier orbital gap (spin up / spin down) at 0.31310 / 0.21171 hartree. The total charge is +1.

# 2
ORCA calculation (ωB97M-V with the def2-TZVPD basis set) on a gas-phase ion, C4H6IN2 (charge +1) at a distorted geometry.

Geometry as XYZ:
```
13
Properties=species:S:1:pos:R:3:forces:R:3:nbo_charge:R:1
C 0.123 -1.864 0.055 -0.56 -0.94 -2.60 -0.459
C -1.073 0.388 0.025 -0.28 -0.93 1.67 -0.087
N 0.288 -0.366 -0.102 1.04 1.60 1.27 -0.456
H 0.181 3.657 -0.075 0.10 -0.10 0.21 0.295
H -1.700 0.044 -0.769 -0.50 -0.16 -0.41 0.253
H 0.402 -2.285 1.081 -0.74 1.01 -1.38 0.265
I 3.368 -0.263 -0.129 -1.62 0.11 0.06 0.258
H -1.005 -2.012 -0.330 2.62 -0.32 1.37 0.231
H 0.826 -2.386 -0.760 -1.55 1.27 1.88 0.264
H -1.542 0.240 1.029 0.36 -0.91 -0.78 0.259
C 1.326 0.418 -0.076 0.00 -0.33 -0.26 -0.026
N -0.997 1.777 0.023 1.96 2.46 -0.63 -0.260
C -0.199 2.651 0.028 -0.83 -2.77 -0.41 0.462
```
Positions in Å, forces in eV/Å.

The calculation puts the highest occupied orbital energy (spin up / spin down) at -12.640 / -12.640 eV. The molar mass comes out at 209.0 g/mol. The calculation puts the frontier orbital gap (spin up / spin down) at 0.27109 / 0.27106 hartree. The total charge is +1.

# 3
ORCA calculation (ωB97M-V with the def2-TZVPD basis set) on a gas-phase ion, C4H6IN4 (charge -1) at a distorted geometry.

Geometry as XYZ:
```
15
Properties=species:S:1:pos:R:3:forces:R:3:nbo_charge:R:1
N -0.721 2.634 1.068 0.02 0.02 0.41 -0.385
H 1.058 0.491 -1.216 -0.25 -0.14 -0.21 0.222
C -0.218 -0.081 1.324 -1.13 4.30 -0.42 -0.682
C -1.013 1.833 0.055 0.54 -0.90 -1.08 0.099
N -1.373 3.745 -0.634 -0.83 1.90 -1.25 -0.153
N -0.983 3.864 0.584 0.46 -0.48 0.94 -0.167
H 0.320 -1.166 -1.124 0.16 -0.08 -0.15 0.198
C 0.135 -0.101 -1.235 -2.07 0.61 0.82 -0.655
H -0.327 -1.084 1.431 0.38 -3.00 0.58 0.200
C -0.737 0.363 -0.025 0.02 0.01 0.34 0.080
I -2.806 -0.600 -0.008 0.38 -0.06 -0.52 -0.094
N -1.421 2.499 -1.017 0.14 -0.60 -0.34 -0.368
H 0.768 0.406 1.373 -0.09 -0.63 0.63 0.220
H -0.522 0.101 -2.094 0.88 -0.06 -0.18 0.239
H -0.971 0.484 1.943 1.39 -0.90 0.43 0.247
```
Positions in Å, forces in eV/Å.

The calculation puts the highest occupied orbital energy at -4.986 eV. The molar mass comes out at 237.0 g/mol. The calculation puts the frontier orbital gap at 0.28915 hartree. The total charge is -1.

# 4
ORCA calculation (ωB97M-V with the def2-TZVPD basis set) on a single C4H6INO molecule at a distorted geometry.

Geometry as XYZ:
```
13
Properties=species:S:1:pos:R:3:forces:R:3:nbo_charge:R:1
H 0.831 3.886 -0.262 0.78 -1.00 -0.04 0.170
H -0.968 -3.272 -0.263 0.12 -1.36 -1.19 0.215
I 3.083 -0.532 0.081 0.78 -0.49 0.02 0.143
H -0.928 0.076 0.270 -0.70 1.38 -0.06 0.158
C -1.273 -2.286 -0.101 -1.24 3.39 1.49 -0.259
C 0.059 -0.299 0.193 4.39 3.85 -0.32 0.209
H -1.830 -2.337 0.891 0.58 0.38 -1.10 0.190
H -0.527 2.764 -0.005 1.45 -0.95 0.33 0.133
C 1.379 0.599 0.142 -5.76 -5.85 -0.10 -0.134
N 1.506 1.876 -0.133 -1.10 3.21 0.62 -0.460
H -1.971 -1.685 -0.864 1.89 -1.71 1.35 0.203
O 0.023 -1.599 0.137 0.09 -1.53 -0.38 -0.483
C 0.617 2.808 -0.086 -1.28 0.67 -0.61 -0.084
```
Positions in Å, forces in eV/Å.

The calculation puts the highest occupied orbital energy (spin up / spin down) at -7.430 / -7.441 eV. The molar mass comes out at 211.0 g/mol. The calculation puts the frontier orbital gap (spin up / spin down) at 0.27127 / 0.26677 hartree. Its SMILES is C=N/C(I)=C/OC.

# 5
ORCA calculation (ωB97M-V with the def2-TZVPD basis set) on 2 unconnected molecules or ions with the total composition C4H6INO at a distorted geometry.

Geometry as XYZ:
```
13
Properties=species:S:1:pos:R:3:forces:R:3:nbo_charge:R:1
H 1.206 0.392 1.100 0.44 0.18 0.33 0.210
C 0.186 0.411 0.772 -1.62 -2.20 -1.03 -0.626
H -1.850 -0.230 -0.273 0.45 -0.36 -0.54 0.508
N -2.288 -2.526 1.161 0.23 0.22 -0.27 -0.541
H 0.337 0.827 -1.414 1.51 1.20 -0.76 0.259
O -1.351 0.099 -1.056 -0.21 -0.03 -0.34 -0.701
H -0.285 1.363 0.783 -0.06 0.99 0.68 0.226
C -1.421 -2.148 0.484 0.74 -0.38 -0.14 -0.106
H 1.541 -1.586 -0.522 0.97 0.21 0.57 0.188
I 0.365 -2.524 -2.671 0.22 1.29 0.85 0.391
C 0.021 0.056 -0.770 -1.43 -0.76 2.44 -0.080
H -0.494 -0.384 1.336 1.69 1.74 -1.08 0.267
C 0.746 -1.188 -1.098 -2.92 -2.09 -0.72 0.004
```
Positions in Å, forces in eV/Å.

The calculation puts the highest occupied orbital energy (spin up / spin down) at -9.503 / -9.515 eV. The molar mass comes out at 211.0 g/mol. The calculation puts the frontier orbital gap (spin up / spin down) at 0.24233 / 0.24305 hartree.

# 6
ORCA calculation (ωB97M-V with the def2-TZVPD basis set) on 2 unconnected molecules or ions with the total composition C4H6INO at a distorted geometry.

Geometry as XYZ:
```
13
Properties=species:S:1:pos:R:3:forces:R:3:nbo_charge:R:1
I 4.230 -1.095 0.727 -0.33 0.15 -0.49 -0.031
C -0.869 -0.111 -0.728 1.61 -2.12 1.36 -0.233
H -2.626 -0.473 0.526 -0.22 0.29 -1.33 0.238
H -0.685 -1.029 -1.374 -1.10 1.46 0.08 0.228
C 0.163 -1.274 1.349 0.43 -0.04 0.45 0.256
O 2.334 0.966 -0.538 -0.12 -0.19 -0.40 -0.493
H -2.251 1.227 0.250 -0.36 -0.59 -0.81 0.223
H -0.215 0.680 -1.065 -0.54 0.57 -0.68 0.231
H -2.845 0.276 -1.273 -0.36 0.04 1.58 0.231
H 2.489 0.734 1.516 -0.48 0.04 -0.81 0.166
N -0.096 -0.601 0.437 -1.12 0.10 -0.14 -0.543
C -2.319 0.243 -0.278 1.60 0.26 -0.46 -0.624
C 2.689 0.456 0.452 1.00 0.04 1.66 0.352
```
Positions in Å, forces in eV/Å.

The calculation puts the highest occupied orbital energy at -9.763 eV. The molar mass comes out at 211.0 g/mol. The calculation puts the frontier orbital gap at 0.36831 hartree.

# 7
ORCA calculation (ωB97M-V with the def2-TZVPD basis set) on 2 unconnected molecules or ions with the total composition C4H6IO2 at a distorted geometry.

Geometry as XYZ:
```
13
Properties=species:S:1:pos:R:3:forces:R:3:nbo_charge:R:1
C 0.747 -0.920 -0.543 -2.06 -2.09 -1.39 -0.485
O -2.031 2.238 0.611 -4.14 -2.59 1.85 -0.480
C -1.252 2.886 0.146 1.05 -0.23 0.03 1.024
H -0.940 -0.664 -1.867 -0.42 -0.70 -1.58 0.120
H 1.281 -0.400 -1.389 0.36 -0.29 1.26 0.203
H 2.184 -0.942 1.055 -1.82 1.41 0.11 0.166
H 0.528 -1.340 1.617 0.21 1.40 -1.14 0.216
H 0.879 -2.082 -0.694 -0.01 1.71 0.00 0.134
I -2.177 -1.678 0.270 0.09 0.05 -0.23 -0.283
H 0.792 0.390 0.974 -0.08 1.96 1.18 0.209
C -0.675 -0.406 -0.886 0.89 0.53 1.88 -0.648
O -0.391 3.530 -0.201 3.01 2.72 -1.83 -0.556
C 1.054 -0.612 0.906 2.93 -3.88 -0.13 -0.620
```
Positions in Å, forces in eV/Å.

The calculation puts the highest occupied orbital energy at -2.276 eV. The molar mass comes out at 213.0 g/mol. The calculation puts the frontier orbital gap at 0.20864 hartree. The total charge is -1.

# 8
ORCA calculation (ωB97M-V with the def2-TZVPD basis set) on a molecular structure, C4H6KLiO2 at a distorted geometry.

Geometry as XYZ:
```
14
Properties=species:S:1:pos:R:3:forces:R:3:mulliken_spin:R:1
O 1.733 -0.921 -0.738 -0.52 -1.09 -0.68 0.092
C 2.150 0.283 -0.778 -0.75 1.24 0.69 0.751
H -3.129 0.441 -0.082 0.45 -0.03 -0.14 0.000
H 2.492 2.320 -1.247 -0.26 -0.29 0.08 0.014
H -1.513 1.310 0.370 -0.16 -0.36 -0.22 0.000
H 2.148 1.201 -2.654 -0.52 0.08 0.03 0.050
K 1.358 -2.425 1.550 0.19 0.39 -0.11 0.022
C -2.136 0.410 0.367 0.01 -1.11 1.03 0.003
H -0.463 0.226 2.226 -0.09 -0.02 -0.27 -0.002
H -2.501 -1.476 1.370 0.27 0.03 -0.48 0.001
Li 0.354 -1.416 -1.945 0.53 0.65 0.31 0.041
C 2.064 1.371 -1.571 1.15 -0.88 -0.18 0.030
O -0.737 -0.670 1.987 0.56 -0.43 0.19 0.001
C -1.821 -0.653 1.143 -0.86 1.81 -0.24 -0.002
```
Positions in Å, forces in eV/Å.

As for the expectation value of S²: 0.756. Its spin multiplicity is 2. The calculation puts the highest occupied orbital energy (spin up / spin down) at -9.645 / -10.965 eV. The molar mass comes out at 132.1 g/mol. The calculation puts the frontier orbital gap (spin up / spin down) at 0.20336 / 0.24590 hartree. The total charge is +1.

# 9
ORCA calculation (ωB97M-V with the def2-TZVPD basis set) on a molecular structure, C4H6LiLuO2 at a distorted geometry.

Geometry as XYZ:
```
14
Properties=species:S:1:pos:R:3:forces:R:3:nbo_charge:R:1
H -0.839 -0.687 1.177 -0.13 0.17 -1.32 0.252
C -0.555 0.778 -0.858 -2.50 -1.13 1.22 -0.549
O 1.850 -0.357 0.833 0.03 -0.95 -1.58 -1.110
Li -0.019 -2.728 -2.585 -0.73 0.57 0.55 0.706
C 0.898 0.499 1.357 -0.40 0.92 0.51 -0.048
H 0.827 0.376 2.460 0.07 -0.02 -0.40 0.164
H 1.175 1.566 1.194 0.07 -0.44 0.02 0.146
C -0.520 0.300 0.798 0.00 2.17 0.83 -0.431
O -1.898 -1.422 -1.143 0.06 2.61 -0.04 -0.707
H -1.195 1.440 -1.460 -1.12 0.91 1.39 0.207
C -0.967 -0.583 -1.089 4.43 -4.41 -2.22 0.064
Lu 2.037 -1.445 -0.945 -0.69 1.14 1.37 0.863
H 0.411 1.267 -1.048 0.66 -1.51 -0.18 0.220
H -1.205 0.996 1.310 0.26 -0.04 -0.15 0.224
```
Positions in Å, forces in eV/Å.

The calculation puts the highest occupied orbital energy (spin up / spin down) at -5.220 / -5.220 eV. The molar mass comes out at 268.0 g/mol. The calculation puts the frontier orbital gap (spin up / spin down) at 0.16583 / 0.16578 hartree.

# 10
ORCA calculation (ωB97M-V with the def2-TZVPD basis set) on a molecular structure, C4H6LiNiO2 at a distorted geometry.

Geometry as XYZ:
```
14
Properties=species:S:1:pos:R:3:forces:R:3:mulliken_spin:R:1
O -2.407 -0.014 0.887 2.13 -1.43 -2.27 0.074
O 2.735 0.347 0.010 2.62 -1.01 -0.76 0.103
H -1.812 -1.934 0.292 -0.03 0.22 -0.31 0.019
H -0.075 -1.191 -0.980 1.46 -0.46 0.60 0.040
H 0.281 0.409 1.765 0.12 -0.23 0.06 -0.006
C -0.362 -0.272 -0.450 -3.65 -0.20 0.95 0.115
Li 3.293 0.573 -1.837 2.52 1.19 -0.69 0.043
Ni 1.567 -0.427 -1.703 -1.59 -1.73 -1.18 1.898
H -0.463 0.442 -1.271 -1.00 0.29 0.31 0.015
H -0.066 1.754 0.674 -0.28 -0.17 -0.29 -0.003
C -1.650 -0.859 0.160 -0.15 3.30 1.71 0.201
C 1.758 0.808 0.391 -2.26 1.74 2.81 0.453
H -3.179 -0.397 1.326 -0.27 -0.47 0.18 -0.003
C 0.379 0.760 0.736 0.38 -1.04 -1.12 0.051
```
Positions in Å, forces in eV/Å.

As for the expectation value of S²: 3.768. Its spin multiplicity is 4. The calculation puts the highest occupied orbital energy (spin up / spin down) at -15.239 / -18.089 eV. The molar mass comes out at 151.7 g/mol. The calculation puts the frontier orbital gap (spin up / spin down) at 0.18165 / 0.30082 hartree. The total charge is +2.

# 11
ORCA calculation (ωB97M-V with the def2-TZVPD basis set) on a molecular structure, C4H6LiOYb at a distorted geometry.

Geometry as XYZ:
```
13
Properties=species:S:1:pos:R:3:forces:R:3:nbo_charge:R:1
H 2.439 -2.142 -0.255 -0.09 0.32 0.20 0.176
C 1.541 -0.198 -0.557 -0.17 1.74 0.25 -0.298
C 1.985 -1.237 0.171 -1.29 -0.17 1.91 -0.756
C 0.946 1.089 0.273 1.23 -0.76 -0.89 -0.523
Li -0.143 -1.626 0.831 0.39 0.68 -0.11 0.886
C 0.558 0.839 1.729 -0.13 -0.64 -0.29 -0.086
H 1.769 -1.243 1.337 1.03 -0.43 -1.42 0.095
O -0.447 -0.148 1.811 -1.72 0.32 0.20 -1.191
Yb -2.833 0.538 1.886 1.02 -0.30 0.02 0.034
H 0.205 1.555 -0.410 -0.34 -0.48 0.85 0.194
H 1.415 0.440 2.303 0.21 0.32 -0.35 0.146
H 0.326 1.782 2.258 -0.42 -0.02 -0.14 0.129
H 1.695 1.910 0.304 0.27 -0.60 -0.24 0.192
```
Positions in Å, forces in eV/Å.

The calculation puts the highest occupied orbital energy at -1.994 eV. The molar mass comes out at 250.1 g/mol. The calculation puts the frontier orbital gap at 0.15952 hartree. The total charge is -1.

# 12
ORCA calculation (ωB97M-V with the def2-TZVPD basis set) on a molecular structure, C4H6MgOTl at a distorted geometry.

Geometry as XYZ:
```
13
Properties=species:S:1:pos:R:3:forces:R:3:nbo_charge:R:1
Mg -1.522 -1.540 -0.998 -0.09 2.35 0.13 1.457
H -2.865 1.664 -0.970 0.16 -0.28 0.43 0.195
C 1.031 0.288 0.620 0.24 -1.99 0.67 -0.281
H -0.476 1.536 -1.548 0.06 -0.40 0.00 0.199
O -2.976 -0.344 -0.468 0.27 0.21 -0.37 -0.924
H 1.643 0.934 -0.024 -1.06 -0.19 -0.20 0.208
H 0.517 0.729 1.482 0.23 0.16 -0.51 0.229
H 1.800 -1.584 -0.138 -0.40 0.01 0.25 0.206
C -0.933 0.675 -1.049 0.05 -0.78 -0.55 -0.869
C -2.272 0.744 -0.824 -0.38 -0.91 0.20 0.125
C 1.217 -1.100 0.658 1.54 1.93 0.48 -0.679
H 1.100 -1.630 1.611 -0.82 -0.14 -0.62 0.219
Tl 3.736 -0.372 1.649 0.20 0.02 0.10 0.916
```
Positions in Å, forces in eV/Å.

The calculation puts the highest occupied orbital energy (spin up / spin down) at -10.450 / -10.449 eV. The molar mass comes out at 298.8 g/mol. The calculation puts the frontier orbital gap (spin up / spin down) at 0.19999 / 0.19994 hartree. The total charge is +1.

Question: Which of these has the highest molar mass?
Answer: C4H6MgOTl

Question: Look up the molar mass of the third one.
Answer: 237.0 g/mol